This record from the OMol25 dataset describes C21H25F5GaN3O3SSiTe as an isolated structure at a distorted geometry. The level of theory is ωB97M-V/def2-TZVPD.

The geometry in XYZ format:
```
61
Properties=species:S:1:pos:R:3:forces:R:3
Ga -0.49744 0.62980 -1.34936 0.39 0.74 -0.24
C -1.17424 -6.54627 -1.04343 0.00 -0.01 -0.02
C -1.57703 -5.09969 -0.98789 0.01 0.01 -0.01
C -1.07739 -4.18514 -1.91238 -0.01 -0.02 0.02
C -1.45241 -2.85323 -1.87659 0.00 0.02 -0.01
C -2.35381 -2.43829 -0.90583 0.12 0.06 0.13
C -2.86917 -3.32823 0.02687 -0.11 -0.04 -0.02
C -2.47690 -4.65433 -0.02189 0.00 0.02 -0.01
S -2.72824 -0.73044 -0.73835 -0.23 0.06 -0.11
O -2.40742 -0.06230 -2.01674 0.02 -0.21 -0.06
O -4.05021 -0.59830 -0.20958 0.04 0.00 0.14
N -1.56020 -0.04990 0.14039 0.04 -0.34 -0.30
C -1.17502 -0.49090 1.41188 0.05 -0.02 0.10
C -2.11060 -0.71555 2.42187 -0.01 -0.01 -0.01
C -1.64891 -1.14028 3.65310 -0.01 0.00 0.00
C -0.28430 -1.30033 3.84988 0.01 0.00 0.00
C 0.56064 -1.03088 2.78781 0.00 -0.01 0.02
N 0.13478 -0.64655 1.58596 -0.03 0.00 -0.03
H -0.22561 -6.67191 -1.56303 0.00 0.00 0.00
H -1.92631 -7.13080 -1.57744 0.00 0.00 0.00
H -1.07922 -6.96745 -0.04295 0.00 0.00 0.00
H -0.37688 -4.51603 -2.66875 0.01 0.00 0.00
H -1.04917 -2.15016 -2.59326 0.01 0.00 0.01
H -3.58461 -2.98666 0.76268 0.02 0.01 0.01
H -2.87835 -5.35645 0.69860 0.00 0.00 0.01
H -3.16157 -0.54624 2.23062 0.00 0.01 0.00
H -2.34737 -1.32955 4.45802 0.00 0.00 0.00
H 0.11718 -1.61997 4.80088 0.00 0.00 0.00
H 1.63481 -1.13687 2.89718 0.00 0.00 0.00
C 0.49815 4.96258 -0.62659 -0.04 -0.03 0.02
Si -0.37547 3.47503 0.09887 -0.04 0.03 0.02
C -0.63414 3.58724 1.94916 0.07 -0.01 -0.05
C -2.01960 3.29772 -0.75841 -0.01 0.01 0.06
N 0.56996 1.96659 -0.18589 0.16 -0.13 0.03
C 1.83724 1.82914 0.06744 -0.41 0.06 -0.07
C 2.54846 0.56986 -0.31892 0.16 0.17 -0.17
C 3.95667 0.42003 0.07786 0.06 0.01 0.11
C 4.62825 1.42585 0.64534 0.00 -0.06 0.02
C 3.95165 2.67144 0.92857 -0.05 0.03 0.00
C 2.64555 2.86879 0.67184 0.13 -0.07 0.09
H -0.25552 5.68305 -0.95250 -0.01 -0.01 0.00
H 1.07218 4.66706 -1.50742 0.01 -0.02 0.00
H 1.16278 5.47796 0.06688 0.01 0.00 0.00
H -1.20695 4.48045 2.20730 -0.01 0.00 -0.01
H 0.30967 3.62286 2.49685 0.00 0.00 0.01
H -1.19068 2.71607 2.30350 -0.01 -0.01 -0.01
H -2.66791 4.09390 -0.38010 0.01 0.01 -0.01
H -2.53960 2.35902 -0.55922 -0.01 0.01 0.03
H -1.92120 3.41681 -1.83688 0.02 -0.03 0.00
H 1.92987 -0.29951 -0.09608 0.09 -0.04 0.08
H 4.43108 -0.53001 -0.13028 0.01 0.02 -0.05
H 5.67148 1.32190 0.90784 0.00 -0.01 0.01
H 4.52430 3.47219 1.38054 -0.01 0.01 0.00
H 2.17904 3.80644 0.92874 0.00 0.02 0.00
F 2.19551 2.34964 -2.53136 -0.24 -0.07 -0.16
Te 2.37752 0.47543 -2.50394 0.89 -1.08 0.61
F 4.20436 0.89958 -2.72002 -0.08 0.28 -0.17
F 2.15342 0.52180 -4.32993 -0.02 -0.06 0.03
F 3.14298 -1.24700 -2.62733 -0.13 0.02 0.04
F -0.35188 1.76204 -2.74801 -0.59 0.25 0.11
O 0.79778 -0.47103 -2.13613 -0.27 0.44 -0.17
```
Forces are in eV/Å.

As for the largest force on an atom: 0.0297 Eh/bohr. For the gap between HOMO and LUMO, the calculation gives 7.79 eV. As for the relative energy (zero: lowest compared OMol25 entry of this formula, charge and spin): 1.21 kcal per mole. The calculation puts the total energy at -4585.1656 Ha.

---

This record from the OMol25 dataset describes a 4-piece molecular cluster, C21H25F5N4O6P overall at a distorted geometry. The level of theory is ωB97M-V/def2-TZVPD.

The geometry in XYZ format:
```
62
Properties=species:S:1:pos:R:3:forces:R:3
C 0.10934 -2.10038 4.48548 -0.62 -0.48 0.23
C 0.18664 -1.78936 3.32354 0.66 1.49 0.09
N 0.46089 -0.97144 2.19167 0.03 -0.32 -0.16
C 1.78886 -0.86569 1.77758 1.12 -0.01 -1.15
O 2.70148 -1.53091 2.53294 -0.92 0.30 -0.60
C 2.19557 -0.10612 0.63406 -3.35 0.77 -0.03
C 3.61662 0.05283 0.05844 -0.55 0.05 0.84
F 3.90741 1.41616 0.05267 -0.14 -1.64 -0.42
F 3.58923 -0.45075 -1.24504 0.35 0.85 1.36
C 4.80752 -0.65010 0.77431 1.66 -0.40 -1.01
F 5.05411 -0.22810 2.05158 -0.87 -0.66 -1.21
F 4.63645 -2.03636 0.67300 -0.13 1.51 0.68
C 1.10738 0.61869 -0.08729 -0.73 -0.92 1.03
C 1.35320 1.53103 -1.32138 0.16 0.09 1.25
C 1.27512 3.05984 -0.84193 -0.50 0.01 -1.59
F 1.27258 3.17811 0.55521 0.06 -0.09 -1.09
C -0.30483 0.48950 0.36567 2.22 -0.52 0.94
C -1.43688 1.20513 -0.41535 0.64 -0.27 -0.67
P -1.98366 0.16533 -1.91165 -2.34 -0.11 0.83
O -3.39916 -0.23856 -1.72529 5.84 -1.05 3.50
O -1.83760 1.13194 -3.26675 1.32 -2.12 1.41
O -0.94329 -1.14501 -1.99649 -0.32 2.17 -0.82
C -0.56799 -0.32153 1.54263 -1.01 1.78 -1.37
C -2.05345 -0.43655 2.03144 0.67 -1.03 -0.08
C -2.71340 -1.56561 1.13420 0.08 -0.13 0.52
O -2.29392 -2.82740 1.75459 0.31 0.24 -2.05
C -1.56359 -3.60355 0.87175 1.16 -0.99 1.18
O -0.71911 -4.34119 1.31480 -0.67 0.48 -0.34
H -0.11748 -2.45621 5.50762 0.37 0.36 -1.27
H 2.77528 -2.46852 2.26737 -0.05 0.30 0.14
H 5.73772 -0.43230 0.17852 -0.94 -0.06 0.49
H 0.55756 1.30412 -2.08109 0.83 0.49 0.63
H 2.34810 1.42066 -1.79312 -0.95 -0.34 0.53
H 0.34275 3.51274 -1.28309 0.78 -0.29 0.87
H 2.11601 3.62800 -1.32433 -0.55 -0.62 0.95
H -2.36836 1.36125 0.17234 0.78 -0.28 -0.51
H -1.13916 2.19508 -0.83592 0.00 -0.75 0.67
H -1.53308 0.51278 -3.96400 -0.38 0.72 -0.09
H -0.10593 -0.84459 -2.40095 -0.11 -0.49 0.24
H -2.58859 0.53996 1.98702 0.60 -0.76 -0.23
H -2.11735 -0.78624 3.09531 0.22 0.32 -0.96
H -2.29193 -1.59176 0.09684 -0.89 0.48 0.87
H -3.82823 -1.51398 1.14714 0.98 0.08 -0.15
H -1.69375 -3.58260 -0.24395 -0.66 0.69 0.86
C 3.55205 0.31014 -5.30555 -0.20 0.40 0.28
C 2.95685 1.38784 -4.48373 0.04 0.05 -0.08
N 2.49347 2.22761 -3.84299 0.34 -0.49 -0.63
H 2.91250 -0.57166 -5.28034 0.02 0.05 0.01
H 3.65527 0.64578 -6.33683 -0.02 0.02 0.06
H 4.53528 0.04830 -4.91600 -0.05 0.05 0.01
C 0.88814 1.35801 7.16881 -0.46 -0.25 -0.10
C -0.36634 0.63613 6.85766 0.00 0.02 0.02
N -1.34350 0.07358 6.61541 0.64 0.27 0.03
H 0.90263 1.63765 8.22161 -0.03 -0.03 -0.05
H 1.74525 0.71895 6.95835 -0.06 0.01 0.01
H 0.95741 2.25901 6.56018 -0.04 -0.04 0.03
C -6.52428 0.13628 -5.02259 0.38 -0.07 0.41
C -5.54511 0.11328 -3.90962 0.00 -0.09 -0.08
N -4.77727 0.09263 -3.04047 -4.78 1.26 -4.31
H -6.66930 -0.87162 -5.41067 0.01 0.05 0.03
H -7.47935 0.52127 -4.66699 0.06 -0.02 0.01
H -6.15868 0.77707 -5.82445 -0.01 -0.02 0.05
```
Forces are in eV/Å.

As for the largest force on an atom: 0.1340 Eh/bohr. For the gap between HOMO and LUMO, the calculation gives 6.77 eV. The calculation puts the total energy at -2325.9703 Ha. The total charge is +1.